C21H25N3O2 | wB97M-V/def2-TZVPD

Geometry as XYZ:
```
51
C21H25N3O2 (wB97M-V/def2-TZVPD)
C -3.518 -1.532 -1.722
N -3.102 -0.724 -0.594
C -2.869 0.662 -0.976
C -1.959 1.361 0.035
N -0.785 0.555 0.263
C 0.462 1.069 0.294
O 0.680 2.264 0.196
C 1.566 0.077 0.469
C 1.388 -1.200 0.991
C 2.483 -2.035 1.127
C 3.750 -1.619 0.762
C 3.944 -0.335 0.252
N 5.218 0.126 -0.092
C 5.480 1.545 -0.271
C 7.005 1.644 -0.212
C 7.451 0.289 -0.744
C 6.310 -0.646 -0.373
O 6.367 -1.853 -0.356
C 2.840 0.500 0.109
C -3.974 -0.890 0.569
C -5.388 -0.399 0.374
C -5.729 0.915 0.673
C -7.009 1.385 0.436
C -7.968 0.545 -0.104
C -7.643 -0.769 -0.395
C -6.362 -1.236 -0.157
H -2.737 -1.504 -2.482
H -3.639 -2.563 -1.394
H -4.459 -1.194 -2.178
H -3.803 1.233 -1.095
H -2.359 0.647 -1.942
H -2.483 1.528 0.984
H -1.634 2.332 -0.346
H -0.947 -0.440 0.223
H 0.417 -1.542 1.316
H 2.353 -3.027 1.533
H 4.590 -2.284 0.871
H 4.991 2.123 0.515
H 5.102 1.880 -1.245
H 7.383 2.480 -0.797
H 7.331 1.767 0.821
H 8.391 -0.067 -0.327
H 7.542 0.290 -1.833
H 2.929 1.500 -0.284
H -3.513 -0.363 1.407
H -3.984 -1.958 0.806
H -4.992 1.575 1.109
H -7.258 2.409 0.675
H -8.967 0.911 -0.290
H -8.389 -1.432 -0.806
H -6.120 -2.266 -0.377
```

molar mass: 351.4 u
SMILES: CN(CCNC(=O)c1cccc(N2CCCC2=O)c1)Cc1ccccc1
ΔE to the lowest compared entry with this formula, charge and spin: 22.9 kcal per mole
maximum force: 0.53 eV/A
LUMO level: 0.71 eV
orbital gap: 9.219 eV
HOMO energy: -8.5 eV